Molecular formula: C4H4O2
Method: DFT, ωB97M-V with the def2-TZVPD basis set

## Properties
energy relative to the best compared isomer or geometry (same formula, charge and spin): 70.7 kcal per mole
Kohn-Sham gap: 10.28 eV
HOMO: -9.345 eV

Each line ends with the Mulliken charge.
Cartesian coordinates (Å):
O (-0.563, -1.843, -1.182)  -0.526
O (-0.883, 1.137, 0.750)  -0.342
C (-0.333, -0.812, -0.611)  0.487
C (0.646, 0.321, -0.873)  -0.607
C (0.371, 0.491, 0.621)  0.044
C (-1.054, -0.242, 0.809)  -0.273
H (1.653, -0.038, -1.120)  0.258
H (1.105, 0.617, 1.415)  0.414
H (0.339, 1.118, -1.562)  0.265
H (-1.282, -0.748, 1.753)  0.280



Molecular formula: C39H35Cl8GeN5O2PSV
Method: DFT, ωB97M-V with the def2-TZVPD basis set

## Properties
energy relative to the best compared isomer or geometry (same formula, charge and spin): 47.0 kcal per mole
Kohn-Sham gap (alpha / beta): 7.70 / 6.00 eV
charge: +1
HOMO (alpha / beta): -10.135 / -10.730 eV
multiplicity: 4

Each line ends with the Mulliken spin population.
Cartesian coordinates (Å):
Ge (-2.572, -1.916, -0.362)  0.393
V (-0.324, -0.288, -0.142)  2.241
Cl (-2.942, -3.843, -1.223)  0.025
Cl (-3.463, -2.130, 1.610)  0.109
Cl (1.704, 1.591, 2.618)  -0.004
Cl (-0.947, 1.676, -2.027)  0.012
Cl (-4.032, -0.601, -1.385)  0.075
Cl (-0.459, 4.768, -2.289)  -0.002
Cl (1.109, 6.255, -0.002)  0.002
Cl (2.150, 4.628, 2.440)  -0.001
S (-0.607, -1.646, -2.318)  0.181
P (2.032, -0.779, -0.589)  -0.064
O (0.600, -1.371, 3.021)  0.008
O (-0.875, -0.187, 1.789)  -0.020
N (0.067, -0.445, -4.578)  0.006
N (-3.000, 2.124, 0.431)  0.024
N (-5.607, 0.403, 4.004)  0.001
N (-2.168, -0.354, -4.062)  0.007
N (-0.001, -0.275, 5.233)  0.000
C (2.429, -3.571, -0.039)  -0.011
C (0.606, -4.739, 0.987)  -0.007
C (0.384, 1.754, 0.247)  0.123
C (-4.859, 1.596, 1.836)  0.005
C (5.439, 0.485, 2.227)  -0.003
C (-0.654, -0.912, 6.434)  0.000
C (-5.302, 0.921, 3.024)  0.000
C (3.008, 0.931, -4.145)  0.002
C (-0.043, 2.545, -0.803)  -0.150
C (1.299, 3.823, 1.180)  -0.014
C (5.262, 1.152, 1.024)  0.001
C (3.434, -0.316, 0.470)  -0.004
C (0.147, 3.909, -0.924)  -0.028
C (2.610, 0.716, -2.834)  0.020
C (-1.502, 0.138, -6.344)  -0.001
C (-1.035, -0.097, 4.144)  0.009
C (0.254, -2.447, 0.276)  0.030
C (-0.206, -3.619, 0.877)  0.068
C (3.403, -0.144, -4.933)  -0.002
C (-0.361, -0.620, 2.867)  0.007
C (-2.494, 0.453, -5.235)  0.001
C (-5.191, 2.956, -0.082)  0.001
C (-0.936, -0.732, -3.767)  -0.026
C (3.605, -0.975, 1.688)  -0.001
C (1.069, 2.445, 1.237)  0.002
C (3.401, -1.429, -4.405)  0.003
C (3.017, -1.645, -3.087)  -0.007
C (-2.144, -0.764, 6.160)  -0.001
C (1.918, -4.729, 0.521)  0.010
C (-5.724, 2.324, 1.027)  -0.001
C (4.612, -0.581, 2.555)  0.003
C (-3.511, 1.525, 1.496)  -0.029
C (4.267, 0.752, 0.146)  -0.004
C (-0.083, 0.306, -5.823)  0.003
C (2.626, -0.571, -2.292)  -0.004
C (-2.224, -0.917, 4.643)  -0.001
C (0.837, 4.563, 0.091)  0.016
C (1.593, -2.467, -0.164)  -0.032
C (-3.832, 2.828, -0.335)  0.000
H (3.719, 0.021, -5.955)  0.000
H (4.151, 1.276, -0.794)  -0.001
H (-1.667, 0.799, -7.193)  0.000
H (0.210, -5.637, 1.447)  0.001
H (0.454, 0.608, 5.453)  0.000
H (-5.816, 3.541, -0.742)  0.000
H (-1.208, -3.687, 1.288)  0.001
H (-1.271, 0.960, 4.046)  -0.002
H (-6.777, 2.389, 1.266)  0.000
H (-3.512, 0.214, -5.534)  0.000
H (3.470, -3.516, -0.340)  0.000
H (0.688, -0.897, 4.757)  0.000
H (0.645, -0.081, -6.534)  0.000
H (0.148, 1.358, -5.638)  0.000
H (6.223, 0.794, 2.907)  0.000
H (2.263, 1.549, -2.232)  -0.002
H (2.539, -5.611, 0.620)  0.001
H (-2.824, 0.942, 2.094)  0.017
H (0.995, -0.727, -4.280)  0.001
H (-2.094, -1.964, 4.357)  -0.002
H (-2.457, 1.514, -4.970)  0.000
H (3.706, -2.267, -5.019)  0.000
H (4.749, -1.105, 3.492)  0.000
H (-2.498, 0.223, 6.463)  0.000
H (5.905, 1.983, 0.764)  0.000
H (-0.299, -0.431, 7.341)  0.000
H (3.004, -2.649, -2.684)  0.000
H (-3.389, 3.312, -1.200)  0.000
H (-2.891, -0.595, -3.393)  0.012
H (-2.726, -1.511, 6.695)  0.000
H (2.937, -1.779, 1.967)  0.000
H (3.004, 1.934, -4.553)  0.000
H (-0.354, -1.958, 6.444)  0.000
H (-1.649, -0.889, -6.683)  0.000
H (-3.164, -0.566, 4.228)  0.001



Molecular formula: C39H53As2Br4CaN3O12S3Si3
Method: DFT, ωB97M-V with the def2-TZVPD basis set

## Properties
energy relative to the best compared isomer or geometry (same formula, charge and spin): 19.3 kcal per mole
Kohn-Sham gap: 4.39 eV
charge: -2
HOMO: -1.845 eV

Each line ends with the Mulliken charge.
Cartesian coordinates (Å):
Br (1.241, -5.078, -2.283)  -0.204
Br (5.035, -6.132, 1.866)  -0.257
Br (4.220, -3.215, 3.209)  -0.143
Br (3.523, -7.095, -0.933)  -0.248
As (3.989, -0.721, -2.617)  0.927
As (-2.005, -0.094, -1.548)  0.765
Ca (1.452, -0.381, -0.152)  1.503
S (1.318, 2.238, -1.638)  0.260
S (4.042, 1.125, 1.792)  0.925
S (1.249, -0.682, 4.478)  1.374
Si (-1.782, -1.158, -3.652)  0.425
Si (-2.800, 2.023, -2.163)  0.271
Si (-3.969, -1.141, -0.808)  0.265
O (-4.586, -0.612, 6.308)  -0.664
O (5.083, 0.520, 2.680)  -0.747
O (1.477, 2.081, -0.170)  -0.815
O (-4.598, -2.378, 5.119)  -0.646
O (0.932, -2.547, -0.782)  0.277
O (0.799, -2.070, 4.787)  -0.779
O (1.045, 0.914, -2.232)  -0.829
O (2.966, 2.464, -2.044)  0.384
O (5.464, -1.232, -3.095)  -0.895
O (3.595, -0.476, -1.020)  -0.273
O (2.747, -1.823, -3.247)  -0.717
O (2.126, -1.772, 1.618)  0.086
N (-4.218, -1.252, 5.346)  1.080
N (-0.534, 1.316, 1.948)  1.560
N (-0.801, -1.377, 1.743)  1.921
C (3.115, -5.429, -0.127)  0.294
C (-1.767, -2.996, -3.301)  -0.831
C (0.417, 0.318, 5.736)  -1.175
C (-1.544, -0.755, 2.673)  -0.781
C (-3.205, -0.650, 4.458)  -0.181
C (2.914, -0.486, 5.147)  -1.180
C (-1.439, 0.696, 2.735)  -0.878
C (-2.279, -2.856, 3.588)  -0.857
C (3.360, 2.569, 2.712)  -0.012
C (3.392, -3.791, 1.605)  0.217
C (-4.600, 2.128, -2.702)  -1.125
C (-2.640, 3.129, -0.653)  -0.648
C (-3.209, -0.740, -4.818)  -1.115
C (4.291, 3.597, 0.721)  -0.051
C (-0.760, -2.689, 1.751)  -1.374
C (-1.451, -3.465, 2.692)  -1.450
C (3.277, 2.154, -3.354)  -0.207
C (-3.504, -2.851, -0.196)  -0.476
C (2.171, -4.569, -0.705)  0.036
C (-2.236, 1.400, 3.650)  1.618
C (-2.095, 2.796, 3.730)  -0.953
C (3.673, 0.874, -3.728)  0.359
C (3.991, 0.667, -5.073)  -0.773
C (1.821, -3.319, -0.184)  -1.376
C (3.195, 3.183, -4.288)  -0.401
C (-1.177, 3.412, 2.933)  -1.524
C (3.496, 2.950, -5.618)  -0.519
C (4.918, 2.215, 0.623)  -0.704
C (-0.217, -0.717, -4.555)  -0.661
C (-3.141, 0.694, 4.492)  -1.341
C (-2.377, -1.448, 3.582)  1.287
C (-4.655, -0.111, 0.607)  -0.728
C (2.445, -2.899, 1.065)  0.208
C (4.051, 3.834, 2.210)  -0.848
C (-1.759, 2.779, -3.534)  -0.946
C (3.894, 1.679, -6.015)  -0.780
C (-0.416, 2.622, 2.052)  -1.013
C (3.734, -5.026, 1.037)  0.073
C (-5.388, -1.428, -2.008)  -1.178
H (0.319, 3.073, 1.396)  0.738
H (-5.094, -2.101, -2.816)  0.287
H (0.737, -0.003, 6.728)  0.498
H (5.003, 3.966, 2.731)  0.326
H (-2.957, 0.140, -5.418)  0.337
H (-0.163, 0.329, -4.857)  0.180
H (-1.026, 4.483, 2.961)  0.525
H (-1.418, -3.219, -2.291)  -0.084
H (-2.413, 3.258, -4.268)  0.483
H (4.925, 4.358, 0.260)  0.423
H (3.338, 3.595, 0.194)  -0.229
H (3.548, 2.337, 3.760)  0.488
H (3.446, 4.726, 2.392)  0.373
H (-1.134, 2.051, -4.049)  -0.035
H (2.153, -2.129, -2.534)  0.054
H (-4.841, 3.189, -2.828)  0.421
H (-2.752, -3.447, -3.452)  0.339
H (-0.217, -1.331, -5.464)  0.484
H (-2.435, -2.942, -0.011)  -0.369
H (-1.584, 3.255, -0.396)  -0.047
H (-4.778, 1.627, -3.655)  0.306
H (-4.154, -0.551, -4.311)  0.175
H (-1.092, 3.538, -3.122)  0.346
H (0.682, -0.957, -3.988)  -0.107
H (2.286, 2.589, 2.532)  -0.491
H (-1.331, -4.539, 2.686)  0.542
H (-3.152, 2.718, 0.222)  0.083
H (-2.709, 3.354, 4.429)  0.461
H (-1.061, -3.482, -3.979)  0.409
H (-3.060, 4.117, -0.867)  0.450
H (3.636, -0.574, 4.337)  -0.025
H (3.004, 0.481, 5.642)  0.402
H (-0.649, 0.127, 5.613)  0.130
H (-3.784, 1.239, 5.169)  0.509
H (3.041, -1.299, 5.863)  0.419
H (-3.354, -1.578, -5.507)  0.405
H (4.337, -0.315, -5.371)  0.420
H (4.876, 1.757, -0.362)  -0.096
H (-5.819, -0.526, -2.443)  0.283
H (4.138, 1.478, -7.051)  0.382
H (0.626, 1.379, 5.581)  0.258
H (-4.032, -3.091, 0.732)  0.441
H (-5.055, 0.841, 0.248)  0.313
H (-6.169, -1.933, -1.429)  0.360
H (3.425, 3.755, -6.340)  0.381
H (2.889, 4.162, -3.939)  0.451
H (-2.840, -3.441, 4.295)  0.587
H (-5.286, 1.719, -1.957)  0.242
H (-3.888, 0.104, 1.358)  -0.030
H (-0.171, -3.149, 0.970)  0.696
H (5.941, 2.207, 1.007)  0.480
H (-5.468, -0.656, 1.095)  0.406
H (-3.774, -3.602, -0.942)  0.404



Molecular formula: C13H39NO13SSi
Method: DFT, ωB97M-V with the def2-TZVPD basis set

## Properties
Kohn-Sham gap: 9.54 eV
SMILES: C[Si](C)(C)OCC[C@H]1OS(=O)(=O)O[C@H]1ON=O.CO.CO.CO.CO.CO.CO
HOMO: -10.088 eV

Each line ends with the Mulliken charge.
Cartesian coordinates (Å):
S (3.812, 0.483, -3.060)  1.178
Si (-2.248, -0.437, -3.183)  0.570
O (-1.199, 0.866, -3.087)  -0.042
O (3.329, -3.729, 6.528)  -0.463
O (2.786, 0.166, -1.866)  -0.395
O (-0.870, -4.853, -5.203)  -0.449
O (4.933, 1.166, -2.532)  -0.561
O (-0.485, 2.573, 8.466)  -0.518
O (2.343, 0.563, 6.571)  -0.489
O (-3.710, 4.451, -4.341)  -0.477
O (3.978, -0.697, -3.834)  -0.584
O (1.344, 1.906, -1.323)  -0.332
O (-0.340, 2.675, -0.228)  -0.307
O (2.872, 1.486, -3.833)  -0.444
O (-0.449, 1.349, 2.698)  -0.479
N (0.228, 1.686, -0.396)  0.266
C (-0.860, 1.607, -4.245)  -0.475
C (4.725, -3.940, 6.357)  -0.533
C (1.517, 0.764, -2.093)  0.799
C (-1.801, -1.620, -4.567)  -1.087
C (1.970, -0.780, 6.885)  -0.483
C (-2.033, -1.318, -1.552)  -1.201
C (1.489, 1.058, -3.590)  0.190
C (-4.016, 0.171, -3.317)  -1.152
C (-3.160, 5.334, -3.365)  -0.471
C (-0.918, 1.265, 8.814)  -0.474
C (0.565, 2.134, -4.093)  -0.897
C (-0.962, -6.183, -4.709)  -0.532
C (0.531, 1.581, 3.704)  -0.390
H (-1.610, -2.617, -4.172)  0.232
H (-0.140, -6.419, -4.029)  0.266
H (-3.950, 5.878, -2.843)  0.303
H (5.046, -3.712, 5.337)  0.271
H (3.083, 0.528, 5.959)  0.268
H (0.392, 2.551, 4.186)  0.284
H (1.132, -0.715, 7.577)  0.205
H (-4.189, 4.991, -4.977)  0.274
H (1.544, 1.528, 3.293)  0.237
H (-4.504, 0.063, -2.346)  0.292
H (-1.899, -6.255, -4.162)  0.212
H (1.654, -1.322, 5.992)  0.257
H (-1.757, 1.369, 9.499)  0.272
H (-0.899, 1.013, -5.166)  0.481
H (-2.649, -1.692, -5.254)  0.410
H (0.932, 2.454, -5.070)  0.401
H (-0.949, -1.302, -5.173)  0.306
H (-1.518, 2.472, -4.372)  0.156
H (0.579, 2.999, -3.431)  0.252
H (1.376, 0.120, -4.142)  0.322
H (-0.119, 0.711, 9.316)  0.204
H (-2.345, -0.682, -0.721)  0.329
H (-0.969, -1.526, -1.399)  0.299
H (-1.248, 0.713, 7.930)  0.213
H (-0.046, -4.770, -5.690)  0.274
H (0.421, 0.803, 4.454)  0.099
H (-0.975, -6.915, -5.521)  0.242
H (-2.474, 6.048, -3.828)  0.278
H (-4.056, 1.221, -3.618)  0.253
H (-0.362, 2.040, 2.038)  0.276
H (0.260, 2.484, 7.864)  0.304
H (-4.588, -0.408, -4.044)  0.367
H (5.235, -3.267, 7.042)  0.212
H (-2.611, 4.729, -2.648)  0.123
H (-2.573, -2.266, -1.538)  0.410
H (0.748, 0.037, -1.835)  -0.104
H (2.863, -4.319, 5.928)  0.271
H (5.012, -4.966, 6.599)  0.259
H (2.784, -1.325, 7.361)  0.222